Molecular formula: C44H44Cl3N6O5ReS2
Method: DFT, the ωB97M-V functional and the def2-TZVPD basis

Geometry as XYZ:
```
105
Properties=species:S:1:pos:R:3:forces:R:3
Re 0.330 0.271 0.283 -0.5 0.1 0.5
C 2.670 -2.257 -1.236 0.3 -0.1 -0.1
O 1.373 -1.858 -0.759 -0.1 0.3 0.3
C 0.349 -2.730 -0.965 -0.3 0.0 0.0
C 0.443 -3.890 -1.716 0.2 0.0 -0.1
C -0.660 -4.719 -1.852 0.0 0.0 0.0
C -1.871 -4.408 -1.238 0.0 0.0 0.0
C -1.964 -3.275 -0.463 0.0 0.1 0.1
C -0.859 -2.427 -0.318 -0.1 -0.3 -0.1
N -0.872 -1.323 0.561 1.5 1.3 -0.4
N -1.737 -1.431 1.519 -1.0 -0.2 0.7
C -1.708 -0.809 2.679 0.2 -0.2 -0.9
C -0.496 -0.150 3.173 0.3 0.4 0.0
O 0.473 0.136 2.393 0.1 0.1 -0.4
C -0.401 0.138 4.550 0.1 0.0 0.4
C -1.460 -0.079 5.380 0.2 0.1 -0.1
C -2.702 -0.618 4.922 -0.4 -0.2 -0.2
C -3.778 -0.805 5.794 0.2 0.1 0.1
C -4.964 -1.352 5.339 -0.1 -0.1 -0.1
C -5.090 -1.730 4.004 -0.1 0.0 0.2
C -4.038 -1.555 3.124 0.3 0.1 -0.1
C -2.833 -0.998 3.566 -0.4 0.0 0.3
H 2.976 -3.192 -0.767 -0.1 0.0 0.0
H 3.358 -1.471 -0.951 -0.1 0.0 0.0
H 2.662 -2.367 -2.321 -0.1 0.0 0.0
H 1.371 -4.165 -2.198 0.0 0.0 0.0
H -0.573 -5.617 -2.448 0.0 0.0 0.0
H -2.729 -5.053 -1.360 0.0 0.0 0.0
H -2.883 -3.017 0.041 0.0 0.0 0.0
H 0.531 0.539 4.927 0.0 0.0 0.0
H -1.370 0.172 6.431 0.0 0.0 0.0
H -3.671 -0.526 6.835 0.0 0.0 0.0
H -5.792 -1.494 6.019 0.0 0.0 0.0
H -6.018 -2.165 3.659 0.0 0.0 0.0
H -4.137 -1.844 2.088 0.0 0.0 0.0
C 3.294 -0.360 1.739 0.2 -0.1 0.2
O 2.835 0.164 0.480 -0.8 0.0 0.2
C 3.564 1.309 0.038 0.1 0.3 -0.1
C 2.841 2.558 0.469 0.1 -0.2 0.1
O 1.491 2.457 0.008 -0.2 -0.6 0.1
C 1.082 3.548 -0.830 -0.1 0.1 -0.2
H 4.319 -0.718 1.637 0.0 0.0 -0.1
H 2.642 -1.189 2.000 0.0 0.0 0.0
H 3.252 0.392 2.529 0.0 0.0 -0.1
H 3.603 1.265 -1.051 0.1 0.0 0.0
H 4.584 1.295 0.425 0.0 -0.1 0.0
H 3.329 3.437 0.049 0.0 0.1 0.0
H 2.828 2.649 1.559 0.0 0.0 0.0
H 1.692 3.597 -1.735 0.0 -0.1 0.0
H 1.173 4.490 -0.284 0.0 -0.1 0.0
H 0.044 3.383 -1.106 0.0 0.0 0.0
Cl 1.930 6.297 -4.761 0.1 0.1 0.0
C 0.709 5.088 -4.840 -0.2 -0.2 0.0
C 0.578 4.295 -5.973 0.1 0.0 -0.1
C -0.407 3.325 -6.013 -0.1 0.0 0.1
C -1.267 3.114 -4.939 -0.1 0.1 0.1
C -2.330 2.048 -5.021 0.1 0.0 0.1
C -1.716 0.634 -4.882 -0.4 0.3 -0.3
N -0.748 0.555 -3.796 0.1 -0.2 0.3
C 0.618 0.563 -3.950 0.2 -0.1 0.1
C 1.152 0.499 -2.705 0.0 0.2 -0.2
N 0.123 0.471 -1.786 0.0 0.0 0.2
C -1.011 0.506 -2.490 0.0 0.0 0.0
O -2.963 2.142 -6.266 0.1 -0.2 -0.1
C -4.349 1.799 -6.289 -0.3 0.1 0.1
C -5.166 2.549 -5.274 0.3 0.4 -0.2
C -5.150 3.915 -5.132 -0.4 -0.4 0.4
Cl -4.236 5.023 -6.042 0.1 0.2 -0.1
S -6.212 4.447 -3.879 0.2 0.0 -0.3
C -6.677 2.842 -3.537 0.0 -0.2 0.0
C -6.047 1.942 -4.344 -0.1 0.0 0.2
C -1.123 3.936 -3.825 0.1 -0.1 -0.3
Cl -2.192 3.771 -2.457 -0.1 0.0 0.1
C -0.151 4.921 -3.765 0.1 0.1 0.0
H 1.237 4.447 -6.816 0.0 0.0 0.0
H -0.541 2.730 -6.908 0.0 0.0 0.0
H -3.050 2.199 -4.215 0.0 0.0 0.0
H -1.207 0.387 -5.812 0.1 0.0 0.0
H -2.512 -0.092 -4.717 0.1 -0.1 0.0
H 1.090 0.599 -4.917 -0.1 0.0 0.0
H 2.186 0.475 -2.411 0.0 0.0 0.0
H -2.003 0.511 -2.067 0.0 0.0 -0.1
H -4.491 0.722 -6.142 0.0 0.0 0.0
H -4.676 2.046 -7.299 0.1 0.0 0.0
H -7.408 2.636 -2.772 0.0 0.0 0.0
H -6.222 0.876 -4.293 0.0 0.0 0.0
H -0.075 5.569 -2.902 0.0 0.0 0.0
N 0.017 3.215 2.485 -0.1 -0.1 0.1
C -1.113 3.135 1.798 -0.2 0.0 -0.1
S -1.515 1.848 0.687 0.4 -0.7 -0.1
N -2.034 4.081 1.902 0.0 0.0 -0.1
C -1.970 5.263 2.716 0.1 0.2 0.2
C -3.070 5.585 3.499 0.0 -0.2 0.0
C -3.039 6.725 4.285 0.0 0.0 0.0
C -1.918 7.544 4.285 0.0 0.0 0.0
C -0.834 7.236 3.476 0.0 0.0 0.0
C -0.856 6.099 2.683 -0.1 -0.1 -0.1
H 0.615 2.409 2.536 0.1 -0.1 0.0
H 0.111 3.940 3.185 0.0 0.0 0.0
H -2.905 3.921 1.415 0.0 0.0 -0.1
H -3.946 4.946 3.491 0.0 0.0 0.0
H -3.892 6.979 4.899 0.0 0.0 0.0
H -1.897 8.434 4.898 0.0 0.0 0.0
H 0.024 7.893 3.444 0.0 0.0 0.0
H -0.038 5.899 2.002 0.0 0.0 0.0
```
Positions in Å, forces in eV/Å.

Kohn-Sham gap (spin up / spin down) = 0.126 / 0.162 hartree
spin multiplicity = 2
total charge = +3
DFT total energy = -126863.6866 eV
ΔE to the lowest compared entry with this formula, charge and spin = 20.0 kcal per mole
highest occupied orbital energy (spin up / spin down) = -13.88 / -13.88 eV
lowest unoccupied orbital energy (spin up / spin down) = -0.384 / -0.348 Eh